The following is a DFT calculation (ωB97M-V/def2-TZVPD) of a structure of composition C3H3FHgO in a non-equilibrium geometry.

Properties
Kohn-Sham gap, eV: 7.587
Energy above the lowest of the compared OMol25 structures with the same formula, charge and spin, eV: 1.712

The geometry in ORCA input format:
```
! RIJCOSX wB97M-V def2-TZVPD def2/J DEFGRID3
* xyz 0 1
F 1.6725 -2.6922 0.9596
O 0.5848 0.7548 -1.0232
C -0.6576 0.0157 0.4178
C -0.3043 1.3915 -0.0673
C 0.0680 -0.5039 -0.6116
H -1.0887 1.9775 -0.5707
H 0.2588 2.0417 0.6197
Hg 0.9005 -2.3559 -0.7025
H -1.4341 -0.6293 0.9781
*
```



The following is a DFT calculation (ωB97M-V/def2-TZVPD) of a structure of composition C3H3FHgO2 in a non-equilibrium geometry.

Properties
Kohn-Sham gap (alpha / beta), eV: 7.424 / 9.435
Energy above the lowest of the compared OMol25 structures with the same formula, charge and spin, eV: 0.643

The geometry in ORCA input format:
```
! RIJCOSX wB97M-V def2-TZVPD def2/J DEFGRID3
* xyz 1 2
F 2.5406 0.4542 1.2196
H 1.2454 -0.3532 -1.5901
H 1.9851 1.1589 1.5513
O -1.2592 0.4498 0.3593
O -0.4186 -1.3141 -0.7147
C -0.1407 0.8375 -0.3244
C 0.3456 -0.2190 -0.9967
C -1.4536 -0.9069 0.1217
H 0.1068 1.8935 -0.3565
Hg -2.9514 -2.0008 0.7305
*
```



The following is a DFT calculation (ωB97M-V/def2-TZVPD) of a cluster of 2 separate species, C3H3FI2O in total in a non-equilibrium geometry.

Properties
Kohn-Sham gap (alpha / beta), eV: 7.155 / 7.161
Energy above the lowest of the compared OMol25 structures with the same formula, charge and spin, eV: 4.262

The geometry in ORCA input format:
```
! RIJCOSX wB97M-V def2-TZVPD def2/J DEFGRID3
* xyz 0 1
C -1.9625 1.1516 -0.7236
C -2.4711 2.3061 -2.4247
C 0.0071 0.0887 0.1676
O -0.7490 1.1873 -0.3841
F -3.7496 2.7149 -2.4271
I -3.1401 -0.6033 -0.6241
I -1.0204 3.8783 -2.4648
H 0.0311 -0.5691 -0.6513
H -0.5614 -0.5886 0.8480
H 0.9901 0.5522 0.4341
*
```



The following is a DFT calculation (ωB97M-V/def2-TZVPD) of a structure of composition C3H3FInO2 in a non-equilibrium geometry.

Properties
Kohn-Sham gap (alpha / beta), eV: 9.342 / 7.116
Energy above the lowest of the compared OMol25 structures with the same formula, charge and spin, eV: 1.083

The geometry in ORCA input format:
```
! RIJCOSX wB97M-V def2-TZVPD def2/J DEFGRID3
* xyz 2 2
H 0.1146 -1.5592 -0.2936
F -1.4398 1.5312 -0.2813
O -0.2433 0.3325 1.2359
O 1.1235 0.1897 -0.4325
C -1.1134 0.2739 0.0881
C -0.1296 -0.4305 -0.8413
C 0.8690 -0.2545 0.7957
H -2.0176 -0.2864 0.3446
H -0.2370 -0.3073 -1.9194
In 3.0735 0.5107 1.3038
*
```



The following is a DFT calculation (ωB97M-V/def2-TZVPD) of a structure of composition C3H3FLiO2 in a non-equilibrium geometry.

Properties
Kohn-Sham gap (alpha / beta), eV: 9.799 / 8.298
Energy above the lowest of the compared OMol25 structures with the same formula, charge and spin, eV: 0.255

The geometry in ORCA input format:
```
! RIJCOSX wB97M-V def2-TZVPD def2/J DEFGRID3
* xyz 0 2
C -2.1814 0.4118 0.0186
C -1.6728 -0.4216 0.9010
H -2.8599 0.0547 -0.7707
H -1.9739 1.4888 0.0424
H -1.7466 -1.4856 1.1330
F 3.6158 -0.0234 0.5426
C 2.5207 0.0184 -0.2943
O 1.9380 1.1073 -0.3557
O 2.0616 -1.0799 -0.6283
Li 0.2985 -0.0705 -0.5888
*
```



The following is a DFT calculation (ωB97M-V/def2-TZVPD) of a cluster of 2 separate species, C3H3FN2 in total in a non-equilibrium geometry.

Properties
Kohn-Sham gap (alpha / beta), eV: 6.683 / 6.681
Energy above the lowest of the compared OMol25 structures with the same formula, charge and spin, eV: 7.793

The geometry in ORCA input format:
```
! RIJCOSX wB97M-V def2-TZVPD def2/J DEFGRID3
* xyz 0 1
C -1.3964 -0.9594 -0.2152
C -0.3319 -0.0872 -0.2090
C 1.1257 -0.1187 -0.3702
N -2.2096 -1.7875 -0.0296
N -1.2499 1.2845 0.9186
F -0.2551 2.1734 1.1599
H 1.2980 -0.1077 -1.4269
H 1.3956 -1.0898 0.1189
H 1.6235 0.6923 0.0536
*
```



The following is a DFT calculation (ωB97M-V/def2-TZVPD) of the molecule C3H3FN2 in a non-equilibrium geometry.

Properties
Kohn-Sham gap, eV: 9.410
SMILES: N#C/C(F)=C/N
Energy above the lowest of the compared OMol25 structures with the same formula, charge and spin, eV: 1.002

The geometry in ORCA input format:
```
! RIJCOSX wB97M-V def2-TZVPD def2/J DEFGRID3
* xyz 0 1
N 2.6186 -0.5295 0.0171
C 1.4935 -0.2115 -0.0434
C 0.1234 0.1782 0.0038
F -0.1204 1.4734 -0.0001
C -0.9077 -0.6997 0.0483
N -2.2155 -0.3805 -0.0930
H -0.6496 -1.7807 0.0630
H -2.8574 -1.1569 0.0708
H -2.4861 0.4449 0.3468
*
```



The following is a DFT calculation (ωB97M-V/def2-TZVPD) of the molecule C3H3FN2O in a non-equilibrium geometry.

Properties
Kohn-Sham gap, eV: 9.276
SMILES: Nc1cnc(F)o1
Energy above the lowest of the compared OMol25 structures with the same formula, charge and spin, eV: 0.760

The geometry in ORCA input format:
```
! RIJCOSX wB97M-V def2-TZVPD def2/J DEFGRID3
* xyz 0 1
N -1.6113 0.4847 -0.7083
C -0.3912 0.0821 -0.1833
C 0.3375 -1.0660 -0.1432
N 1.5800 -0.8131 0.4066
C 1.5258 0.4354 0.6626
F 2.4381 1.1837 1.2493
O 0.3978 1.0774 0.3480
H -2.2117 0.9622 0.0204
H -2.1039 -0.2729 -1.1522
H 0.0389 -2.0735 -0.4999
*
```



The following is a DFT calculation (ωB97M-V/def2-TZVPD) of the molecule C3H3FN2O in a non-equilibrium geometry.

Properties
Kohn-Sham gap (alpha / beta), eV: 8.484 / 6.634
Energy above the lowest of the compared OMol25 structures with the same formula, charge and spin, eV: 8.966

The geometry in ORCA input format:
```
! RIJCOSX wB97M-V def2-TZVPD def2/J DEFGRID3
* xyz 0 1
C -0.1707 -0.5617 -0.3951
C 0.0639 2.4752 -0.9071
C -0.1395 -1.6618 0.6357
N -0.3382 -0.4546 -1.5868
N 0.2499 0.5540 0.4377
O 0.3088 1.7408 0.0665
F 0.3179 3.7266 -0.6642
H 0.9509 -1.7660 1.0582
H -0.9449 -1.3448 1.2834
H -0.2981 -2.7077 0.0719
*
```



The following is a DFT calculation (ωB97M-V/def2-TZVPD) of a structure of composition C3H3FN2O9Rb in a non-equilibrium geometry.

Properties
Kohn-Sham gap (alpha / beta), eV: 7.712 / 3.745

The geometry in ORCA input format:
```
! RIJCOSX wB97M-V def2-TZVPD def2/J DEFGRID3
* xyz 0 2
Rb -2.4525 1.5111 0.7376
N 1.1587 2.4489 1.0131
O 1.3360 3.5644 1.6250
O 1.6826 2.3948 -0.1370
O 0.3031 1.6877 1.4770
N -0.6045 1.4983 -2.8586
O -1.3185 1.0452 -3.7767
O -1.0423 1.8918 -1.7559
O 0.5966 1.8109 -3.0101
C 0.4239 -1.8266 1.5747
C -0.8679 -2.0321 0.8137
O -0.5740 -1.6222 -0.4936
C 0.7167 -1.4917 -0.6405
O 1.2630 -1.2489 -1.7391
O 1.3404 -1.6529 0.5531
F -1.8688 -1.2579 1.2657
H 0.7430 -2.6540 2.2085
H 0.2401 -0.9700 2.2232
H -1.0756 -3.0969 0.9199
*
```



The following is a DFT calculation (ωB97M-V/def2-TZVPD) of the molecule C3H3FN2OS in a non-equilibrium geometry.

Properties
Kohn-Sham gap, eV: 9.070
SMILES: Nn1oc(F)cc1=S
Energy above the lowest of the compared OMol25 structures with the same formula, charge and spin, eV: 3.556

The geometry in ORCA input format:
```
! RIJCOSX wB97M-V def2-TZVPD def2/J DEFGRID3
* xyz 0 1
N 0.7359 2.0526 0.1410
N 0.1597 0.9183 -0.2145
O -1.3678 0.9490 -0.1249
C -1.5604 -0.3364 0.1008
F -2.8830 -0.6168 -0.0010
C -0.5382 -1.2114 0.0840
C 0.6686 -0.3906 -0.0266
S 2.2962 -0.8076 -0.0300
H 1.1540 1.8595 1.1238
H 1.7521 2.1602 -0.3567
H -0.4442 -2.3049 0.2861
*
```



The following is a DFT calculation (ωB97M-V/def2-TZVPD) of the molecule C3H3FN2OS in a non-equilibrium geometry.

Properties
Kohn-Sham gap, eV: 9.770
SMILES: Fc1nonc1CS
Energy above the lowest of the compared OMol25 structures with the same formula, charge and spin, eV: 3.462

The geometry in ORCA input format:
```
! RIJCOSX wB97M-V def2-TZVPD def2/J DEFGRID3
* xyz 0 1
F 1.3841 -1.5352 0.1602
C 0.1410 -1.1949 0.4971
N -0.8076 -1.9643 0.7498
O -1.9382 -1.2111 0.9090
N -1.6178 0.0863 0.5212
C -0.2936 0.1738 0.5167
C 0.3649 1.3736 -0.1484
S 0.6793 0.9507 -1.9086
H -0.3665 2.1557 -0.1284
H 1.3386 1.6023 0.4553
H 1.1157 -0.4369 -1.6239
*
```